The following is a DFT calculation (the ωB97M-V functional and the def2-TZVPD basis) of 3 unconnected molecules or ions with the total composition C17H27F13N3O3S.

Last column: natural (NBO) charge in e.
Positions of all 64 atoms, in Å:
N -1.951 6.122 2.364  -0.829
C -0.503 6.316 2.162  -0.234
C -0.148 6.447 0.660  0.087
O 1.074 7.179 0.620  -0.712
C 0.011 5.005 0.117  -0.492
C -0.085 4.863 -1.377  0.313
C 0.501 5.856 -2.173  -0.175
C 0.419 5.756 -3.513  -0.139
C -0.254 4.649 -4.034  0.049
N -0.799 3.722 -3.311  -0.154
N -0.673 3.860 -2.006  -0.079
C -1.270 2.764 -1.181  -0.235
C -1.291 1.466 -2.013  -0.472
C -1.723 0.314 -1.109  0.639
F -3.015 0.627 -0.762  -0.329
F -1.050 0.275 0.055  -0.310
C -1.823 -1.066 -1.806  0.590
F -2.580 -1.831 -0.986  -0.291
F -2.521 -0.981 -2.942  -0.289
C -0.500 -1.896 -1.980  0.575
F -0.944 -3.083 -2.448  -0.286
F -0.011 -2.168 -0.766  -0.281
C 0.532 -1.384 -3.041  0.460
F -0.019 -0.522 -3.903  -0.299
F 0.891 -2.418 -3.796  -0.275
S 2.148 -0.624 -2.382  2.365
F 2.957 -1.210 -3.612  -0.444
F 1.937 0.698 -3.266  -0.469
F 1.373 0.035 -1.161  -0.470
F 2.493 -1.935 -1.589  -0.440
F 3.466 0.034 -1.826  -0.435
H -2.101 5.119 2.436  0.348
H -2.153 6.446 3.306  0.377
H 0.058 5.444 2.526  0.172
H -0.115 7.207 2.648  0.228
H -0.957 6.976 0.146  0.192
H 0.989 7.881 -0.031  0.477
H -0.695 4.379 0.657  0.241
H 1.019 4.672 0.399  0.274
H 1.022 6.690 -1.733  0.253
H 0.870 6.486 -4.170  0.260
H -0.329 4.555 -5.110  0.241
H -0.622 2.542 -0.339  0.241
H -2.277 3.030 -0.862  0.253
H -2.040 1.503 -2.800  0.265
H -0.286 1.337 -2.410  0.241
C 0.885 -4.280 0.890  -0.630
C 1.956 -4.954 1.729  -0.062
O 1.483 -5.222 3.046  -0.717
H 0.569 -3.346 1.356  0.207
H 1.255 -4.068 -0.112  0.204
H 0.000 -4.916 0.809  0.202
H 2.828 -4.309 1.825  0.176
H 2.271 -5.895 1.266  0.159
H 0.719 -5.801 2.970  0.460
C 0.504 -8.117 5.063  -0.640
C -0.196 -9.198 4.259  -0.060
O -1.339 -9.695 4.948  -0.715
H 0.811 -8.505 6.035  0.219
H 1.385 -7.745 4.538  0.218
H -0.171 -7.277 5.252  0.193
H 0.470 -10.041 4.090  0.181
H -0.513 -8.808 3.284  0.145
H -1.940 -8.959 5.091  0.458

Results
LUMO level, eV: -4.726
Net charge: +1
Gap between HOMO and LUMO, Ha: 0.24283

The following is a DFT calculation (the ωB97M-V functional and the def2-TZVPD basis) of a molecular structure, C4H14CoNO.

Last column: natural (NBO) charge in e.
Positions of all 21 atoms, in Å:
C 1.542 0.426 0.967  -1.094
Co -0.173 0.164 0.121  0.615
N -1.560 -0.677 -1.086  -1.128
H 0.731 -0.775 -0.634  -0.011
H -1.962 -1.512 -0.655  0.371
H 0.856 0.374 -1.020  -0.245
H 2.502 0.083 0.564  0.169
H 1.365 -0.039 1.938  0.182
H 1.578 1.506 1.138  0.192
H -2.284 0.047 -1.161  0.384
H -1.248 -0.921 -2.032  0.367
C -0.812 1.483 3.801  -0.675
C -1.213 1.794 2.402  0.298
C -1.959 3.050 2.133  -0.673
O -1.065 0.971 1.469  -0.852
H -1.276 2.233 4.422  0.182
H 0.271 1.507 3.965  0.194
H -1.194 0.497 4.070  0.178
H -1.371 3.742 1.524  0.187
H -2.862 2.775 1.588  0.177
H -2.199 3.493 3.082  0.182

Results
LUMO level (alpha / beta), eV: 3.854 / 3.590
Net charge: -1
Expectation value of S²: 3.816
Gap between HOMO and LUMO (alpha / beta), Ha: 0.14411 / 0.26112
Spin multiplicity: 4

The following is a DFT calculation (the ωB97M-V functional and the def2-TZVPD basis) of a molecular structure, C31H34BiN7O4S.

Last column: Mulliken charge in e.
Positions of all 78 atoms, in Å:
Bi -0.683 -0.092 -0.854  2.111
C -3.737 -0.468 -1.771  -1.335
N -3.203 0.570 -0.872  0.559
C -3.346 1.899 -1.499  -1.479
C -2.474 2.952 -0.818  0.084
C -1.090 3.137 -1.455  -1.229
N -0.599 1.898 -2.077  0.363
C 0.038 1.999 -3.187  -0.394
C 0.549 0.938 -4.011  0.785
C 1.464 1.280 -5.027  -0.755
C 1.932 0.342 -5.909  -0.787
C 1.445 -0.972 -5.817  -0.462
C 0.529 -1.329 -4.858  -0.623
C 0.067 -0.392 -3.908  0.378
O -0.803 -0.756 -3.003  -0.808
C -3.916 0.533 0.426  -1.454
C -3.349 -0.343 1.539  0.982
C -3.220 -1.843 1.289  -1.717
N -2.012 -2.123 0.529  -0.137
C -0.999 -2.533 1.212  0.120
C 0.318 -2.732 0.663  -0.098
C 0.511 -3.017 -0.708  0.227
C 1.752 -3.315 -1.205  -0.596
C 2.848 -3.357 -0.308  -0.577
C 2.705 -3.091 1.022  -0.639
C 1.428 -2.728 1.597  0.047
O 1.290 -2.426 2.804  -0.781
H -4.807 -0.308 -1.943  0.429
H -3.582 -1.450 -1.327  0.340
H -3.209 -0.440 -2.723  0.308
H -4.400 2.202 -1.465  0.358
H -3.079 1.790 -2.552  0.699
H -2.347 2.696 0.234  -0.105
H -2.984 3.915 -0.838  0.571
H -0.383 3.453 -0.685  0.156
H -1.125 3.917 -2.220  0.553
H 0.204 3.010 -3.570  0.330
H 1.802 2.308 -5.094  0.401
H 2.651 0.607 -6.672  0.417
H 1.792 -1.718 -6.521  0.414
H 0.145 -2.338 -4.789  0.481
H -4.952 0.232 0.219  0.297
H -3.954 1.547 0.823  0.603
H -4.031 -0.181 2.380  0.631
H -2.380 0.042 1.855  -0.962
H -4.103 -2.216 0.760  0.438
H -3.188 -2.357 2.257  0.510
H -1.077 -2.696 2.294  0.301
H -0.360 -3.021 -1.355  0.486
H 1.890 -3.564 -2.249  0.453
H 3.829 -3.618 -0.694  0.390
H 3.551 -3.136 1.699  0.425
N 2.054 -1.101 6.546  -0.602
C 1.568 -0.294 5.535  1.187
C 0.252 -0.436 5.091  -0.789
C -0.227 0.353 4.070  -0.136
C 0.599 1.309 3.490  -0.734
C 1.893 1.503 3.961  -0.366
C 2.370 0.707 4.980  -0.838
S 0.019 2.220 2.119  1.472
O 0.683 3.490 2.056  -0.736
O -1.426 2.198 2.152  -0.849
N 0.378 1.345 0.769  -0.322
C 1.656 1.151 0.349  0.320
N 1.698 0.444 -0.810  0.501
C 2.878 0.179 -1.362  -0.301
C 4.046 0.620 -0.782  -1.024
C 3.909 1.319 0.412  -0.440
N 2.745 1.592 0.980  -0.386
H 1.583 -1.982 6.666  0.227
H 3.055 -1.179 6.601  0.217
H -0.382 -1.193 5.538  0.251
H -1.244 0.237 3.722  0.459
H 2.506 2.273 3.516  0.509
H 3.382 0.839 5.344  0.312
H 2.863 -0.396 -2.281  0.487
H 5.010 0.413 -1.219  0.425
H 4.785 1.679 0.942  0.452

Results
LUMO level, eV: -0.398
Gap between HOMO and LUMO, Ha: 0.22736

The following is a DFT calculation (the ωB97M-V functional and the def2-TZVPD basis) of 2 unconnected molecules or ions with the total composition C5H12N2O.

Last column: natural (NBO) charge in e.
Positions of all 20 atoms, in Å:
C -0.915 0.072 1.702  -0.064
O -1.071 0.115 0.287  -0.727
C 0.120 1.074 2.143  -0.233
N 0.308 0.960 3.592  -0.829
H -1.875 0.277 2.183  0.169
H -0.605 -0.922 2.055  0.151
H -1.988 -0.103 0.110  0.474
H 1.036 0.931 1.561  0.166
H -0.229 2.094 1.972  0.190
H 1.026 1.615 3.879  0.358
H 0.663 0.042 3.840  0.348
C 0.513 -1.099 -3.384  -0.032
C -0.595 -1.661 -2.911  -0.466
C 1.209 0.442 -1.791  -0.013
N 1.473 -0.519 -2.560  -0.422
H 0.797 -1.213 -4.424  0.197
H -0.809 -1.597 -1.851  0.202
H -1.274 -2.213 -3.542  0.203
H 1.882 0.617 -0.954  0.167
H 0.337 1.090 -1.908  0.160

Results
SMILES: C=CN=C.NCCO
LUMO level, eV: 0.844
Gap between HOMO and LUMO, Ha: 0.34797

ΔE to the lowest compared entry with this formula, charge and spin for every record listed, in sequence, given in kJ/mol: 0.0, 177.9, 0.0, 309.0.
Maximum force for every record listed, in sequence, given in eV Å⁻¹: 1.98, 3.62, 0.79, 0.71.